{
  "formula": "C8H12O",
  "method": "ωB97M-V/def2-TZVPD",
  "elements": ["H", "C", "C", "C", "O", "C", "H", "H", "H", "H", "H", "H", "H", "H", "C", "H", "C", "H", "C", "H", "C"],
  "xyz": [[0.7455, -1.5281, 1.8327], [1.3412, -1.7798, -0.8202], [1.2129, -0.5382, -0.0052], [1.3464, -0.6962, 1.4749], [-3.3721, -1.5191, -0.0720], [-2.0856, 0.6807, -0.0596], [-3.3380, 2.2450, -0.7054], [2.3862, -2.1066, -0.8388], [2.7936, 0.7637, -0.5467], [1.4030, 0.8481, -1.6315], [1.3307, 1.5965, -0.0289], [0.7502, -2.5836, -0.3952], [-1.6808, 2.7473, -0.2938], [1.0225, -1.6165, -1.8455], [-2.5035, -0.6980, -0.0762], [-2.8403, 2.3391, 0.9834], [1.6996, 0.7420, -0.5914], [2.3894, -0.9022, 1.7326], [-1.1420, -0.2855, -0.0904], [1.0441, 0.2058, 1.9998], [-2.5030, 2.0856, -0.0225]],
  "atomic_forces_ev_per_a": [[0.001, -0.049, 0.020], [0.043, 0.017, -0.069], [-2.982, 0.191, 0.050], [-0.043, -0.016, -0.007], [-0.572, -0.609, -0.012], [-0.272, -1.094, -0.029], [0.021, 0.030, 0.039], [0.126, 0.031, 0.023], [0.101, -0.031, 0.004], [0.002, -0.018, -0.063], [0.009, 0.039, 0.039], [-0.051, -0.092, 0.048], [-0.014, 0.101, 0.013], [0.002, 0.016, -0.082], [0.500, 0.881, 0.042], [-0.028, 0.020, -0.008], [-0.089, 0.030, -0.033], [0.155, -0.009, -0.023], [2.933, 0.175, 0.068], [0.003, 0.068, 0.034], [0.153, 0.320, -0.054]],
  "de_lowest_kcal_mol": 98.7,
  "e_lumo_ha": [0.0053, 0.0053],
  "energy_ev": -10533.6814,
  "homo_lumo_gap_ev": [7.6, 7.6]
}